(1)
The following is a quantum chemistry calculation of C7H13NO4P as an isolated structure at a distorted geometry, from OMol25.

Results
strongest force on any atom = 0.0943 hartree/bohr
E = -971.23760 Eh
net charge = +1
ΔE to the lowest compared entry with this formula, charge and spin = 105.6 kJ/mol

Positions of all 26 atoms, in Å:
C: 1.323 -0.434 -2.732
C: -3.302 0.966 -1.221
C: -2.166 0.735 -0.546
C: 1.963 -2.235 -0.068
C: 0.847 0.900 2.736
C: 0.708 -1.739 -0.837
C: 0.623 1.879 1.551
N: 0.810 -0.555 -1.585
O: -4.370 1.507 -0.654
O: -1.933 0.592 0.890
O: -0.403 -1.397 0.046
O: 0.437 1.242 0.271
P: -0.622 0.187 -0.067
H: 1.419 0.412 -3.252
H: 1.695 -1.175 -3.293
H: -3.342 0.999 -2.295
H: 2.653 -1.520 -0.097
H: 1.752 -2.479 0.910
H: 2.333 -3.084 -0.516
H: 1.720 0.346 2.611
H: 1.019 1.324 3.640
H: 0.017 0.194 2.758
H: 0.166 -2.631 -1.475
H: -4.613 0.918 0.044
H: 1.483 2.574 1.483
H: -0.218 2.474 1.699

---

(2)
The following is a quantum chemistry calculation of a 2-piece molecular cluster, C17H25BrCl2N2O5P overall at a distorted geometry, from OMol25.

Results
strongest force on any atom = 0.0902 hartree/bohr
E = -4983.98776 Eh
net charge = +1

Positions of all 53 atoms, in Å:
C: 6.030 -1.291 -1.138
C: 5.115 -0.681 -0.001
O: 5.396 0.414 0.407
O: 4.023 -1.439 0.413
C: 2.890 -0.551 0.653
C: 1.612 -1.327 1.105
C: 0.570 -1.698 -0.039
C: -0.819 -1.335 0.671
P: -1.584 -2.498 1.918
O: -2.939 -2.064 2.352
O: -1.515 -4.081 1.445
O: -0.617 -2.439 3.267
N: -1.252 -0.179 0.286
C: -0.402 0.515 -0.753
Br: 0.619 1.920 0.163
C: -1.457 1.159 -1.793
C: -1.620 2.707 -1.538
C: -2.494 3.212 -0.467
C: -2.599 4.646 -0.218
C: -1.830 5.562 -1.044
C: -0.978 5.074 -2.146
C: -0.873 3.650 -2.396
C: 0.351 -0.765 -1.288
C: 1.457 -0.623 -2.411
N: 1.450 0.763 -2.967
H: 6.852 -0.552 -1.337
H: 6.438 -2.293 -0.866
H: 5.375 -1.317 -2.057
H: 3.204 0.090 1.528
H: 2.762 0.149 -0.206
H: 1.969 -2.304 1.544
H: 1.074 -0.805 1.937
H: 0.636 -2.783 -0.320
H: -1.717 -4.062 0.483
H: -0.786 -1.578 3.707
H: -2.115 0.217 0.675
H: -2.473 0.716 -1.633
H: -1.115 1.012 -2.846
H: -3.038 2.444 0.129
H: -3.236 5.070 0.590
H: -1.857 6.670 -0.892
H: -0.406 5.801 -2.759
H: -0.229 3.185 -3.183
H: -0.492 -1.299 -1.828
H: 1.127 -1.290 -3.262
H: 2.475 -0.968 -2.107
H: 0.913 0.802 -3.834
H: 2.419 0.965 -3.233
C: -5.172 -3.332 4.943
Cl: -6.933 -3.263 4.823
Cl: -4.628 -3.037 6.600
H: -4.836 -4.318 4.633
H: -4.744 -2.574 4.292

---

(3)
The following is a quantum chemistry calculation of the molecule C6H15N at a distorted geometry, from OMol25.

Results
strongest force on any atom = 0.0450 hartree/bohr
E = -292.31622 Eh
ΔE to the lowest compared entry with this formula, charge and spin = 138.6 kJ/mol
SMILES string = CCCNCCC

Positions of all 22 atoms, in Å:
C: 0.455 1.160 -2.970
C: -0.417 1.355 -1.663
C: -0.497 0.019 -0.941
N: 0.646 -0.273 -0.045
C: 0.534 0.254 1.297
C: 0.293 -0.831 2.387
C: -0.701 -1.988 2.085
H: -0.121 1.115 -3.885
H: 1.004 2.096 -3.036
H: 1.210 0.389 -2.896
H: -0.085 2.211 -1.086
H: -1.431 1.618 -1.968
H: -0.460 -0.821 -1.628
H: -1.411 0.001 -0.336
H: 1.495 0.099 -0.448
H: -0.234 0.984 1.533
H: 1.453 0.789 1.603
H: 1.232 -1.229 2.779
H: -0.241 -0.263 3.169
H: -0.956 -1.966 1.032
H: -1.612 -1.839 2.641
H: -0.156 -2.882 2.375

---

(4)
The following is a quantum chemistry calculation of the molecule C4H10N2 at a distorted geometry, from OMol25.

Results
strongest force on any atom = 0.0237 hartree/bohr
E = -267.88552 Eh
ΔE to the lowest compared entry with this formula, charge and spin = 104.5 kJ/mol
SMILES string = C=C(N)CCN

Positions of all 16 atoms, in Å:
C: 1.156 0.479 1.519
C: 0.430 0.773 0.453
N: 0.917 1.534 -0.686
C: -0.960 0.233 0.252
C: -1.096 -0.800 -0.871
N: -0.541 -2.093 -0.454
H: 2.148 0.814 1.771
H: 0.673 -0.163 2.244
H: 1.495 0.915 -1.247
H: 1.548 2.282 -0.415
H: -1.647 1.060 0.091
H: -1.199 -0.326 1.164
H: -0.637 -0.439 -1.794
H: -2.172 -0.911 -1.022
H: -0.013 -2.538 -1.191
H: 0.082 -1.994 0.337

---

(5)
The following is a quantum chemistry calculation of the molecule C7H8NPS2 at a distorted geometry, from OMol25.

Results
strongest force on any atom = 0.1064 hartree/bohr
E = -1463.97964 Eh
ΔE to the lowest compared entry with this formula, charge and spin = 79.0 kJ/mol

Positions of all 19 atoms, in Å:
C: -1.303 2.054 1.423
C: -0.050 2.657 1.397
C: -1.468 0.820 0.846
C: 1.041 1.938 0.907
C: -0.360 -0.010 0.555
C: 0.889 0.614 0.524
C: 0.536 -1.837 -2.484
N: -0.439 -1.393 0.193
P: 0.693 -2.265 -0.666
S: 0.349 -4.164 -0.193
S: 2.434 -0.076 0.071
H: -2.239 2.465 1.655
H: -0.096 3.701 1.789
H: -2.456 0.537 0.782
H: 2.090 2.227 0.802
H: 1.453 -1.737 -2.857
H: -0.053 -2.706 -2.993
H: 0.031 -0.964 -2.614
H: -1.052 -1.860 0.862

---

(6)
The following is a quantum chemistry calculation of C36H37NP2PtSe as an isolated structure at a distorted geometry, from OMol25.

Results
strongest force on any atom = 0.1045 hartree/bohr
E = -4651.40626 Eh
net charge = +2
ΔE to the lowest compared entry with this formula, charge and spin = 21.7 kJ/mol
2S+1 = 5

Positions of all 78 atoms, in Å:
Pt: -2.231 -0.704 -0.399
C: 3.051 -0.554 1.475
C: 2.510 0.495 2.102
C: 3.053 1.895 2.049
C: 3.719 2.374 0.726
C: 3.248 1.826 -0.589
C: 3.577 0.661 -1.157
C: 4.563 -0.317 -0.601
C: 4.446 -0.567 0.926
C: -3.514 -0.860 -2.040
H: 2.516 -1.501 1.376
H: 1.671 0.356 2.791
H: 3.800 2.046 2.847
H: 2.229 2.580 2.294
H: 3.507 3.455 0.676
H: 4.809 2.281 0.831
H: 2.676 2.556 -1.175
H: 3.253 0.413 -2.168
H: 5.603 0.002 -0.802
H: 4.427 -1.279 -1.117
H: 4.868 -1.571 1.118
H: 5.070 0.173 1.448
H: -3.795 -1.915 -2.158
H: -3.137 -0.438 -2.979
H: -4.376 -0.273 -1.692
P: -1.064 -0.317 1.506
P: -0.863 0.391 -1.746
C: -0.053 1.027 0.826
C: 0.179 1.151 -0.513
C: -1.823 0.399 2.998
C: -1.144 1.352 3.773
C: -1.778 1.953 4.864
C: -3.089 1.604 5.202
C: -3.764 0.639 4.444
C: -3.135 0.029 3.356
C: -0.215 -1.859 2.070
C: 0.257 -2.763 1.097
C: 0.654 -4.055 1.456
C: 0.642 -4.451 2.794
C: 0.243 -3.540 3.774
C: -0.181 -2.256 3.423
C: -1.517 1.814 -2.694
C: -2.399 2.684 -2.031
C: -3.010 3.727 -2.730
C: -2.714 3.924 -4.083
C: -1.779 3.106 -4.725
C: -1.169 2.059 -4.031
C: -0.056 -0.684 -2.976
C: -0.654 -1.874 -3.425
C: 0.036 -2.723 -4.294
C: 1.356 -2.426 -4.647
C: 1.952 -1.234 -4.214
C: 1.208 -0.321 -3.464
H: 0.293 1.810 1.512
H: 0.928 1.834 -0.894
H: -0.120 1.630 3.523
H: -1.241 2.703 5.447
H: -3.578 2.081 6.058
H: -4.786 0.367 4.702
H: -3.664 -0.735 2.781
H: 0.267 -2.469 0.047
H: 0.959 -4.765 0.689
H: 0.932 -5.465 3.081
H: 0.236 -3.833 4.826
H: -0.511 -1.556 4.193
H: -2.600 2.534 -0.970
H: -3.712 4.382 -2.212
H: -3.215 4.715 -4.639
H: -1.520 3.278 -5.771
H: -0.422 1.436 -4.520
H: -1.665 -2.119 -3.107
H: -0.456 -3.615 -4.690
H: 1.920 -3.122 -5.271
H: 2.992 -1.011 -4.463
H: 1.594 0.676 -3.249
Se: -5.985 -3.196 1.647
C: -4.615 -2.331 0.956
N: -3.688 -1.721 0.533

---

What is the E in the first record?
-971.23760 Eh

---

What did the fourth record say?
The following is a quantum chemistry calculation of the molecule C4H10N2 at a distorted geometry, from OMol25.

Results
strongest force on any atom = 0.0237 hartree/bohr
E = -267.88552 Eh
ΔE to the lowest compared entry with this formula, charge and spin = 104.5 kJ/mol
SMILES string = C=C(N)CCN

Positions of all 16 atoms, in Å:
C: 1.156 0.479 1.519
C: 0.430 0.773 0.453
N: 0.917 1.534 -0.686
C: -0.960 0.233 0.252
C: -1.096 -0.800 -0.871
N: -0.541 -2.093 -0.454
H: 2.148 0.814 1.771
H: 0.673 -0.163 2.244
H: 1.495 0.915 -1.247
H: 1.548 2.282 -0.415
H: -1.647 1.060 0.091
H: -1.199 -0.326 1.164
H: -0.637 -0.439 -1.794
H: -2.172 -0.911 -1.022
H: -0.013 -2.538 -1.191
H: 0.082 -1.994 0.337

---

What is the E in the third record?
-292.31622 Eh